{"formula": "C10H15Cl2P", "method": "ωB97M-V with the def2-TZVPD basis set", "symbols": ["C", "C", "C", "C", "C", "C", "C", "C", "C", "C", "H", "H", "H", "H", "H", "H", "H", "H", "H", "H", "H", "H", "H", "H", "Cl", "P", "Cl", "H"], "positions_angstrom": [[1.2212, 0.6995, -1.9083], [0.3365, 0.3089, -0.9982], [-0.3977, 1.1881, -0.0527], [-0.3382, 2.6475, -0.1392], [-1.1784, 0.3376, 0.6833], [-2.2714, 0.7981, 1.5695], [-0.9225, -0.9660, 0.3576], [-1.6178, -2.1453, 0.9695], [-0.0104, -1.0710, -0.6618], [0.4538, -2.2820, -1.2337], [1.5712, 1.6942, -2.0529], [1.5234, 0.1067, -2.7868], [0.5113, 3.0045, -0.6113], [-0.4325, 3.0888, 0.7582], [-1.1567, 2.9877, -0.8314], [-1.8735, 0.9289, 2.5497], [-3.1955, 0.1488, 1.5704], [-2.5745, 1.7553, 1.0812], [-2.4790, -2.3454, 0.4023], [-1.9309, -1.8456, 1.9500], [-0.8471, -2.8610, 0.8458], [1.2265, -2.1542, -1.9145], [-0.3218, -2.9069, -1.6361], [0.8673, -3.0811, -0.4730], [2.4033, 0.9036, 1.9688], [3.9835, 0.9865, 0.5970], [4.3948, -0.9863, 0.4510], [3.0550, 1.0603, -0.4541]], "relative_energy_kcal_mol": 18.5, "homo_energy_ev": -7.24, "smiles": "C=C1C(C)=C(C)C(C)=C1C.ClPCl", "lumo_ev": 0.1, "energy_ev": -44945.62229}

---

{"formula": "C24H28N2O5", "method": "ωB97M-V with the def2-TZVPD basis set", "symbols": ["C", "C", "C", "N", "C", "O", "C", "C", "C", "C", "C", "N", "C", "C", "O", "C", "C", "C", "C", "C", "C", "C", "C", "C", "C", "O", "C", "O", "C", "C", "O", "H", "H", "H", "H", "H", "H", "H", "H", "H", "H", "H", "H", "H", "H", "H", "H", "H", "H", "H", "H", "H", "H", "H", "H", "H", "H", "H", "H"], "positions_angstrom": [[-6.9555, -1.4065, -0.6899], [-5.9665, -2.0652, -0.5499], [-4.7360, -2.8082, -0.3524], [-3.6039, -1.9212, -0.1901], [-2.5574, -1.9263, -1.0411], [-2.4216, -2.7329, -1.9424], [-1.5509, -0.8595, -0.7680], [-0.5555, -0.6183, -1.6193], [0.4539, 0.4643, -1.4087], [1.7898, -0.1097, -1.0428], [2.0735, -1.3903, -0.7098], [3.4214, -1.5390, -0.4134], [4.0604, -2.6966, -0.0152], [3.1786, -3.9182, 0.0783], [5.2418, -2.7215, 0.2386], [4.0211, -0.2906, -0.5734], [5.3395, 0.1020, -0.4113], [5.6477, 1.4273, -0.6578], [4.6742, 2.3385, -1.0595], [3.3597, 1.9505, -1.2214], [3.0244, 0.6242, -0.9723], [-0.0628, 1.4478, -0.3362], [-1.0696, 2.4220, -0.9590], [-1.6467, 3.4619, 0.0115], [-3.0617, 3.1004, 0.4758], [-3.9751, 3.0169, -0.5903], [-0.6720, 0.6382, 0.8147], [0.3443, -0.1390, 1.3745], [0.0066, -0.8231, 2.5712], [0.0510, 0.0702, 3.8073], [-1.7617, -0.1565, 0.3972], [-7.8341, -0.8503, -0.8280], [-4.5246, -3.4288, -1.2303], [-4.8382, -3.4551, 0.5294], [-3.6741, -1.1704, 0.4794], [-0.4742, -1.2401, -2.4958], [0.5802, 1.0179, -2.3482], [1.3949, -2.2166, -0.6566], [2.3813, -3.7583, 0.8006], [3.7898, -4.7576, 0.3992], [2.7380, -4.1457, -0.8898], [6.0949, -0.6023, -0.1059], [6.6674, 1.7621, -0.5399], [4.9564, 3.3640, -1.2483], [2.6094, 2.6588, -1.5405], [0.7796, 2.0039, 0.0837], [-0.5576, 2.9376, -1.7743], [-1.8974, 1.8593, -1.3967], [-1.6967, 4.4337, -0.4879], [-0.9997, 3.5773, 0.8823], [-3.0788, 2.1116, 0.9370], [-3.4035, 3.8388, 1.2173], [-3.9708, 3.8530, -1.0704], [-1.1057, 1.3075, 1.5736], [0.7601, -1.6101, 2.6560], [-0.9816, -1.2890, 2.4689], [1.0179, 0.5628, 3.8703], [-0.0976, -0.5355, 4.6968], [-0.7267, 0.8297, 3.7733]], "relative_energy_kcal_mol": 92.1, "homo_energy_ev": -8.10, "smiles": "C#CCNC(=O)C1=C[C@H](c2cn(C(C)=O)c3ccccc23)[C@@H](CCCO)[C@H](OCC)O1", "lumo_ev": 0.5, "energy_ev": -38558.76128}

---

{"formula": "C5H9F3N2O", "method": "ωB97M-V with the def2-TZVPD basis set", "symbols": ["C", "C", "C", "N", "C", "N", "O", "C", "F", "F", "F", "H", "H", "H", "H", "H", "H", "H", "H", "H"], "positions_angstrom": [[-0.1812, -1.9471, 1.0775], [-0.4477, -0.4850, 0.9190], [-0.2549, 0.1189, -0.5044], [-0.5684, -0.7718, -1.5901], [1.3307, 0.6899, -0.6095], [1.6025, 1.5518, 0.3157], [1.9995, 0.3455, -1.5303], [-1.0073, 1.3494, -0.6336], [-0.5394, 2.2644, -1.4794], [-1.0661, 2.0162, 0.5607], [-2.2945, 1.1972, -0.9343], [-0.9846, -2.7197, 0.9008], [-0.0909, -2.1778, 2.1842], [0.6044, -2.4829, 0.4207], [0.3083, -0.0533, 1.5754], [-1.3649, -0.2730, 1.3999], [-0.3313, -0.4319, -2.5086], [-0.1192, -1.5859, -1.3064], [0.8843, 1.6759, 1.1095], [2.5205, 1.7192, 0.6332]], "relative_energy_kcal_mol": 0.0, "homo_energy_ev": -9.43, "smiles": "CC[C@](N)(C(N)=O)C(F)(F)F", "lumo_ev": 0.6, "energy_ev": -18510.87895}

---

{"formula": "C18H17ClNO9PtS4", "method": "ωB97M-V with the def2-TZVPD basis set", "symbols": ["Pt", "O", "S", "O", "O", "C", "C", "C", "C", "C", "C", "S", "O", "O", "O", "H", "H", "H", "H", "C", "C", "C", "C", "Cl", "C", "C", "C", "O", "C", "C", "O", "O", "H", "H", "H", "H", "H", "H", "H", "H", "S", "C", "N", "C", "C", "S", "H", "H", "H", "H", "H"], "positions_angstrom": [[0.3851, 0.8734, -2.1806], [1.1444, 2.3485, -3.5172], [0.6803, 3.3983, -2.4953], [0.5977, 4.7192, -2.9708], [-0.5640, 2.7560, -1.9493], [1.9378, 3.2663, -1.2510], [3.1390, 3.8538, -1.6491], [4.2680, 3.7167, -0.8681], [4.2133, 2.9975, 0.3180], [3.0271, 2.4214, 0.7378], [1.8681, 2.5341, -0.0350], [0.4090, 1.7951, 0.7244], [-0.6951, 2.6994, 0.6380], [0.7917, 1.3454, 2.0195], [0.1725, 0.5209, -0.1529], [3.1680, 4.4203, -2.5711], [5.1968, 4.1699, -1.1880], [5.0985, 2.8966, 0.9310], [2.9635, 1.8933, 1.6784], [0.8146, -2.1374, 3.0383], [-0.2326, -2.7918, 2.1713], [-1.5216, -3.0245, 2.6328], [-2.4734, -3.6167, 1.8186], [-4.1019, -3.8296, 2.4013], [-2.1348, -4.0511, 0.5609], [-0.8429, -3.8260, 0.0872], [0.0724, -3.1528, 0.8688], [1.3487, -2.7840, 0.4495], [1.7074, -2.7821, -0.9097], [0.9306, -1.6599, -1.5856], [-0.2898, -1.6691, -1.6047], [1.6264, -0.6659, -2.0991], [0.4751, -2.0706, 4.0696], [1.0303, -1.1279, 2.6796], [1.7493, -2.6965, 3.0064], [-1.7891, -2.7298, 3.6411], [-2.8642, -4.5709, -0.0496], [-0.5733, -4.1841, -0.8983], [1.5100, -3.7246, -1.4224], [2.7641, -2.5514, -0.9464], [-1.6372, 0.3426, -3.1871], [-2.6074, 0.6167, -1.7144], [-2.5779, -0.1936, -0.7125], [-3.4342, 0.1396, 0.4370], [-3.9039, 1.5837, 0.2181], [-3.6819, 1.9250, -1.5666], [-1.8349, -0.9001, -0.6507], [-2.8602, 0.0458, 1.3549], [-4.2613, -0.5693, 0.4651], [-3.2655, 2.2920, 0.7355], [-4.9425, 1.7382, 0.4927]], "charge": 1, "relative_energy_kcal_mol": 41.0, "homo_energy_ev": -10.98, "lumo_ev": -7.2, "energy_ev": -97959.34437}

---

Number 4 is which compound? C18H17ClNO9PtS4